(1)
Density functional theory data (ωB97M-V/def2-TZVPD) for C25H45ClCrP2 as an isolated structure at a distorted geometry.

Computed properties:
* highest occupied orbital energy (alpha / beta): -8.88 / -8.72 eV
* total charge: +1
* 2S+1: 4
* HOMO-LUMO gap (alpha / beta): 6.3 / 6.3 eV
* LUMO energy (alpha / beta): -2.60 / -2.47 eV

```
74
Properties=species:S:1:pos:R:3:forces:R:3:mulliken_spin:R:1
Cr 0.79778 -0.79565 -0.16316 -0.859 0.721 1.055 3.10
C -0.53980 -2.14207 1.86620 2.180 -1.070 0.382 -0.17
C 0.86849 -2.29848 1.45702 -0.757 1.078 0.643 0.25
C 0.70856 -0.68229 3.12573 -0.128 -0.553 -0.790 0.04
C -0.58064 -1.22777 2.92829 0.380 0.447 -0.002 0.05
C 1.61815 -1.26780 2.18584 -0.985 -1.091 0.744 -0.15
C -1.60585 -3.13383 1.56479 -0.619 -0.457 -0.003 0.00
H -1.36356 -3.79521 0.72570 0.005 0.236 -0.047 0.00
H -2.58858 -2.67459 1.36613 0.176 -0.082 -0.035 0.00
H -1.76560 -3.81937 2.41622 0.031 0.279 -0.162 0.00
C -1.77273 -0.98961 3.81831 -0.102 -0.047 -0.343 -0.01
H -2.68282 -1.04698 3.20909 -0.116 -0.007 0.255 0.00
H -1.74868 -0.01410 4.31266 -0.006 -0.055 -0.060 0.00
H -1.86812 -1.73952 4.61756 0.074 0.095 -0.242 0.00
C 1.07807 0.19553 4.26994 0.334 0.261 0.218 -0.01
H 1.51109 -0.40997 5.08452 -0.127 0.243 -0.130 0.00
H 0.21814 0.74267 4.68788 0.289 -0.154 -0.137 0.00
H 1.84194 0.92979 3.98271 -0.211 -0.177 0.275 0.00
C 3.10629 -1.28433 2.40038 0.156 -0.185 0.131 0.03
H 3.40449 -1.96679 3.22080 -0.243 0.247 -0.234 0.00
H 3.51104 -0.29879 2.67172 -0.044 -0.172 -0.181 0.00
H 3.61571 -1.65956 1.51352 0.233 0.156 -0.072 0.00
C 1.48731 -3.50478 0.78605 0.206 -0.183 -0.285 0.07
H 1.79183 -4.27184 1.51898 -0.114 0.221 -0.134 0.00
H 2.40183 -3.24690 0.21158 -0.421 -0.137 0.278 0.01
H 0.79464 -3.99657 0.08316 0.210 0.172 0.210 0.00
C -1.67532 0.66165 -3.41276 -1.548 -0.598 -1.220 -0.01
C -2.00545 -0.61492 -3.10579 -0.648 2.160 -1.870 0.04
C -1.22260 -1.77987 -3.54374 0.750 -0.499 0.082 -0.04
C 0.29870 -1.54330 -3.64280 0.402 -0.100 -0.380 -0.05
C 0.91074 -0.73583 -2.50591 0.680 0.378 -0.666 -0.09
C 1.12485 0.59948 -2.68846 1.233 -1.032 -0.302 -0.04
C 0.72189 1.33418 -3.92280 -0.128 0.771 -0.355 -0.01
C -0.66906 1.06554 -4.48426 -0.549 0.195 -0.377 0.00
H -1.63258 -2.07195 -4.51096 0.136 -0.348 -0.134 0.00
H 0.56084 -1.05320 -4.59991 -0.180 -0.193 0.605 0.00
H -1.36845 -2.60888 -2.85388 -0.253 -0.182 0.023 -0.01
H -0.68576 0.38444 -5.37657 0.035 0.387 1.026 0.00
H -2.34664 1.50124 -3.12524 0.361 -0.841 -0.144 0.00
H -3.00645 -0.83427 -2.73290 0.320 0.171 0.437 0.00
H -1.03194 2.03374 -4.87205 0.077 -0.447 -0.028 0.00
H 0.74555 2.40561 -3.69745 0.149 -0.011 0.155 0.00
H 1.87347 1.18834 -2.15990 -0.374 -0.495 0.435 0.00
H 1.48104 1.23353 -4.70454 0.107 -0.218 0.047 0.00
H 0.83381 -2.50379 -3.69984 -0.355 0.132 0.179 0.00
H 1.44377 -1.37254 -1.72600 0.384 0.262 -0.829 0.09
P -1.83955 1.29246 0.08479 1.024 -1.723 -0.772 -0.03
P 1.46924 1.76410 0.67228 -0.730 -1.785 0.736 0.04
C -0.77781 2.42602 -0.87914 0.364 1.117 0.342 -0.01
C 0.52829 3.01674 -0.24971 -0.027 0.213 -0.433 0.00
H -1.46861 3.26317 -1.03809 0.157 0.033 -0.441 0.01
H -0.50441 1.96317 -1.83254 -0.546 -0.058 0.297 -0.02
H 1.24849 3.41270 -1.00216 -1.022 0.222 0.085 -0.01
H 0.20812 3.81037 0.44811 0.536 -0.211 -0.261 0.00
C 2.19153 2.72626 2.00809 0.071 0.296 0.242 0.03
H 2.69006 2.00379 2.66564 -0.051 0.513 -0.039 0.00
H 1.40267 3.27908 2.53455 0.350 -0.161 0.096 0.00
H 2.92713 3.42681 1.58022 -0.187 -0.118 0.306 0.00
C 3.05089 1.23100 -0.09411 -0.246 0.112 -0.550 0.03
H 3.37916 2.05445 -0.73753 0.446 -0.359 -0.105 0.00
H 2.90876 0.29325 -0.67666 0.420 0.572 0.188 -0.04
H 3.77913 1.03275 0.70239 -0.237 0.149 -0.217 0.00
C -3.54118 1.34989 -0.45890 -0.335 0.526 -0.009 -0.01
H -4.00566 0.38719 -0.17817 0.099 0.542 0.053 0.00
H -3.62113 1.46700 -1.55147 0.012 0.045 0.525 0.00
H -3.99637 2.19820 0.07438 -0.289 -0.319 -0.365 0.00
C -1.31910 -0.40048 -0.58278 -0.746 -0.510 0.332 0.32
H -1.01844 -1.53701 -0.34781 0.806 1.561 0.919 -0.24
H -0.68515 -0.08211 -1.45384 -1.184 -0.345 0.848 -0.17
H -2.28839 -0.84651 -0.93765 0.761 0.975 0.156 -0.02
Cl -2.04689 3.42965 2.31684 -0.097 -0.908 -0.711 0.00
C -1.83701 1.67562 1.84328 0.480 0.611 0.657 0.01
H -0.86114 1.39533 2.21412 0.299 -0.255 0.154 -0.01
H -2.56198 1.07674 2.38001 -0.271 -0.012 -0.052 0.00
```
Forces are in eV/Å.



(2)
Density functional theory data (ωB97M-V/def2-TZVPD) for an isolated molecule of C25H45N3O8S2 at a distorted geometry.

Computed properties:
* highest occupied orbital energy: -8.17 eV
* HOMO-LUMO gap: 8.6 eV
* LUMO energy: 0.44 eV

```
83
Properties=species:S:1:pos:R:3:forces:R:3:mulliken_charge:R:1
C -3.18571 5.25090 -1.06797 0.252 -0.120 0.251 -1.31
C -2.61280 4.27036 -2.06569 -0.112 0.321 0.335 -0.12
O -1.33317 3.89099 -1.61422 0.306 -0.159 -0.132 -0.29
C -0.65160 3.01160 -2.52283 -0.608 0.485 0.645 -0.97
C -1.10062 1.56620 -2.29839 0.270 -0.094 -0.589 -1.39
C 0.00942 0.50157 -2.16954 -0.470 0.409 0.034 -0.04
O 1.00620 0.85947 -3.15191 0.046 -0.014 0.312 -0.64
S 2.48631 1.27230 -2.68511 0.180 -0.111 -0.082 0.76
O 3.07890 1.83970 -3.85896 0.157 0.243 -0.261 -0.67
O 3.12412 -0.25294 -2.68774 -0.701 0.008 0.155 -0.56
C 2.52475 -1.18864 -1.76147 1.170 -0.698 -0.482 1.61
S 4.04828 -2.14511 -1.23663 0.098 0.076 0.469 -0.29
C 1.56625 -2.18431 -2.47585 0.029 0.015 0.036 -0.59
C 1.58753 -2.04619 -3.96894 0.581 -0.239 0.660 0.01
O 0.67331 -1.68568 -4.61654 -1.355 0.505 -0.862 -0.50
O 2.75502 -2.45961 -4.53277 0.729 -0.079 0.055 -0.53
C 1.88719 -0.55719 -0.51873 -0.602 0.216 0.121 -0.86
C 1.87935 -1.62640 0.58044 -0.307 -0.067 0.659 -2.31
C 1.43885 -1.17538 1.98024 0.876 -0.424 -0.267 -0.69
C 1.98019 -2.11909 3.08446 -0.764 0.417 -0.018 -1.03
C 2.71856 -1.37875 4.18639 0.169 0.171 -0.075 -0.77
N 4.12165 -1.12623 3.90937 0.871 -0.007 0.214 0.26
C 4.71663 -0.82608 2.71469 1.083 0.335 -0.308 -0.32
C 6.08064 -0.60976 2.90790 -1.295 -0.354 0.642 -0.86
C 6.31971 -0.78979 4.29597 -0.998 -0.100 -0.124 -0.66
C 5.09605 -1.10382 4.88277 0.930 0.298 -0.583 -0.44
C 0.44545 0.11537 -0.70828 0.295 -0.477 -0.321 2.53
C 0.30532 1.29260 0.24664 0.336 0.595 0.584 -3.06
N 1.14470 2.44054 -0.11152 -0.198 -0.107 0.333 0.13
C 0.76877 3.66293 0.62885 0.285 0.035 -0.386 -1.05
O -0.43467 -0.95367 -0.33611 0.000 0.236 0.070 -0.15
C -1.79478 -0.69895 -0.08225 -0.751 -0.410 0.021 -0.35
C -2.42438 -2.01142 0.37846 0.074 0.678 0.027 -0.90
N -3.79471 -1.76920 0.80738 0.086 -0.175 -0.020 -0.09
C -4.78054 -2.01831 -0.24035 0.423 -0.092 0.284 -0.73
C -6.19257 -1.92375 0.28618 -0.427 0.127 -0.284 0.15
C -6.49740 -0.62652 1.01853 0.162 -0.170 0.303 -1.28
O -6.43773 -3.05182 1.13190 0.286 0.016 0.252 -0.57
H -4.24819 5.40592 -1.21992 -0.130 0.128 -0.133 0.40
H -2.65261 6.19432 -1.10592 -0.017 0.226 -0.092 0.29
H -3.04376 4.85937 -0.06398 -0.075 -0.128 0.151 0.30
H -3.28767 3.41293 -2.13486 0.040 -0.220 -0.213 0.27
H -2.51883 4.75577 -3.03921 -0.122 -0.142 -0.269 0.31
H 0.39820 3.16982 -2.33003 0.211 -0.112 -0.015 0.38
H -0.89159 3.33842 -3.53179 0.155 -0.052 -0.263 0.33
H -1.66715 1.26037 -3.17506 -0.153 -0.097 -0.095 0.72
H -1.79842 1.53820 -1.47265 -0.001 0.041 0.221 0.39
H -0.42898 -0.40050 -2.57411 0.139 -0.314 -0.044 0.89
H 4.72867 -2.02135 -2.37874 -0.211 0.115 -0.225 0.18
H 0.54812 -2.10807 -2.12046 -0.131 0.181 0.062 0.00
H 1.90203 -3.19203 -2.26888 0.081 -0.191 0.163 0.92
H 3.28082 -1.68247 -4.76327 -0.032 0.034 -0.213 0.38
H 2.53799 0.22973 -0.14445 0.331 0.106 -0.187 0.34
H 1.33907 -2.51603 0.27001 -0.216 -0.058 -0.059 0.36
H 2.89955 -1.95022 0.74698 0.227 -0.006 -0.240 0.90
H 1.91339 -0.21089 2.14497 -0.228 0.338 0.108 0.45
H 0.36317 -1.08978 2.04679 -0.182 0.221 0.060 0.39
H 1.11557 -2.56757 3.56696 -0.035 -0.339 0.033 0.51
H 2.58161 -2.91494 2.65798 0.191 -0.158 0.047 0.45
H 2.22066 -0.42543 4.37109 -0.126 0.097 0.014 0.25
H 2.67968 -1.92730 5.12055 0.052 -0.201 0.109 0.51
H 4.21323 -0.75529 1.76829 -0.351 -0.119 0.090 0.54
H 6.79287 -0.36931 2.14506 0.108 0.049 -0.178 0.46
H 7.26903 -0.69013 4.78711 0.049 -0.056 0.208 0.41
H 4.88783 -1.29212 5.91864 -0.255 -0.101 0.087 0.38
H 0.51878 0.99022 1.27161 -0.049 -0.322 0.061 0.89
H -0.71472 1.65293 0.28814 -0.223 -0.010 -0.337 0.91
H 2.09225 2.22967 0.16804 0.149 -0.080 -0.231 0.38
H 0.66548 4.49004 -0.06546 -0.136 0.133 -0.084 0.31
H 1.53909 3.93918 1.34372 0.050 -0.031 0.247 0.40
H -0.17480 3.54708 1.14965 -0.151 -0.043 0.097 0.31
H -2.34312 -0.37465 -0.96788 0.111 0.136 -0.212 0.06
H -1.98576 0.03003 0.70376 0.269 0.174 0.116 0.15
H -1.83764 -2.35432 1.22587 0.077 -0.298 0.056 0.46
H -2.36283 -2.72372 -0.44655 0.093 -0.328 0.046 0.23
H -3.99515 -2.35687 1.60434 -0.170 -0.084 -0.003 0.31
H -4.64495 -3.01805 -0.66711 -0.054 -0.090 -0.156 0.34
H -4.62175 -1.29559 -1.03715 -0.077 0.182 -0.144 0.34
H -6.86320 -1.98549 -0.57192 -0.037 -0.082 -0.149 0.47
H -7.27588 -0.81994 1.74806 -0.277 0.078 -0.007 0.36
H -6.82069 0.14944 0.33485 -0.049 0.158 -0.139 0.31
H -5.63041 -0.27331 1.56599 0.154 0.066 0.038 0.29
H -7.20146 -3.52398 0.80259 -0.104 -0.085 0.004 0.33
```
Forces are in eV/Å.



(3)
Density functional theory data (ωB97M-V/def2-TZVPD) for C25H45N8O5P3PbS3 as an isolated structure at a distorted geometry.

Computed properties:
* highest occupied orbital energy (alpha / beta): -3.16 / -4.19 eV
* total charge: -1
* 2S+1: 2
* energy relative to the best compared isomer or geometry (same formula, charge and spin): 0.0 kcal/mol
* HOMO-LUMO gap (alpha / beta): 5.2 / 6.3 eV
* LUMO energy (alpha / beta): 2.08 / 2.08 eV

```
90
Properties=species:S:1:pos:R:3:forces:R:3:mulliken_spin:R:1
Pb 13.82722 12.68811 10.09895 -0.129 0.235 -0.410 -0.01
C 17.35257 11.57590 12.53554 0.077 -0.140 0.342 -0.01
N 17.21887 13.02223 12.34770 -0.054 0.078 -0.613 0.00
C 16.74139 13.85297 13.45074 0.206 0.634 -0.679 -0.01
P 17.57400 13.55108 10.82951 -0.606 -0.045 0.858 0.01
O 16.81963 13.06517 9.65883 -0.217 0.072 0.195 0.00
O 17.40188 15.15661 11.02386 -0.067 0.116 -0.182 0.00
P 16.33299 16.02906 10.15692 0.276 0.104 -1.001 0.00
O 14.92071 15.61121 10.24208 0.755 0.210 0.129 0.00
N 16.66318 17.54123 10.75336 -0.209 -0.399 -0.012 0.00
C 15.75305 18.56318 10.22486 1.337 0.326 0.106 0.00
C 17.92961 17.99355 11.31768 -0.610 0.638 -0.229 0.00
N 16.87769 16.04289 8.55559 -0.385 -0.488 0.655 0.00
C 16.22395 15.20622 7.54597 -0.084 -0.009 0.677 0.00
C 18.27707 16.23440 8.25933 0.121 0.701 -0.105 0.00
N 19.16382 13.26354 10.58904 -0.147 -0.321 -0.248 0.00
C 20.17169 13.63758 11.54573 0.104 0.265 -0.236 0.00
C 19.53329 12.45462 9.44584 1.176 0.142 0.298 0.00
H 16.38024 11.12692 12.79997 0.429 0.131 -0.294 0.00
H 18.04732 11.40050 13.36941 0.004 -0.142 -0.163 0.00
H 17.75897 11.09046 11.61833 -0.406 0.321 0.616 0.00
H 16.01405 13.37414 14.08787 -0.153 -0.499 -0.104 0.00
H 16.24719 14.71952 13.00145 0.016 -0.092 0.405 0.00
H 17.57331 14.20476 14.06627 0.143 -0.008 0.082 0.00
H 14.80479 18.14480 9.97022 -0.574 -0.377 -0.131 0.00
H 16.17622 19.08492 9.35247 -0.030 -0.207 0.015 0.00
H 15.62422 19.29992 10.99671 -0.279 0.443 0.414 0.00
H 18.49096 17.15655 11.69193 0.277 -0.273 -0.015 0.00
H 17.76704 18.68977 12.14602 -0.295 -0.168 0.143 0.00
H 18.50980 18.58667 10.60123 0.156 -0.281 -0.206 0.00
H 15.28449 14.83941 7.94788 -0.204 0.149 -0.145 0.00
H 16.82776 14.32173 7.34199 0.102 0.005 -0.232 0.00
H 16.06878 15.82298 6.66308 -0.075 -0.190 -0.236 0.00
H 18.71065 17.00992 8.88234 0.044 0.126 0.187 0.00
H 18.38886 16.56641 7.22513 -0.118 0.087 -0.059 0.00
H 18.89634 15.34991 8.35277 0.035 -0.575 0.214 0.00
H 19.70526 14.25832 12.30092 0.023 0.019 0.334 0.00
H 20.95614 14.24231 11.07581 -0.028 -0.029 -0.088 0.00
H 20.65795 12.78273 12.01338 -0.068 -0.204 0.120 0.00
H 18.67052 12.29456 8.84001 -0.452 -0.042 -0.486 0.00
H 19.92776 11.46492 9.73035 0.014 0.288 0.099 0.00
H 20.30113 13.00640 8.89343 0.056 -0.272 -0.252 0.00
S 13.76106 12.57604 12.66774 -0.160 0.126 0.156 -0.01
C 13.87814 10.80128 12.79941 -0.427 0.747 0.924 -0.09
N 13.47600 10.18195 13.87960 0.449 -0.379 0.161 0.34
N 13.11674 10.94682 14.93669 -0.531 0.226 -0.070 0.06
C 12.41533 10.28107 15.94477 0.822 0.443 -0.661 -0.02
C 11.84984 11.01946 16.96300 -0.752 1.103 0.379 0.02
C 11.14199 10.38801 17.95869 -0.204 -0.492 0.597 -0.01
C 11.05552 9.00214 17.97725 0.358 -0.520 -0.103 0.02
C 11.68316 8.23693 16.99018 0.574 0.727 0.093 -0.01
C 12.39342 8.89305 15.97722 -0.791 -0.539 0.644 0.02
N 14.39017 10.01588 11.87578 0.394 -1.069 -1.300 0.36
N 14.70342 10.58074 10.72919 0.149 1.003 -0.643 0.18
C 15.13124 9.77120 9.69707 0.058 -0.709 -0.504 -0.08
C 15.62249 10.30723 8.47696 -0.316 0.240 0.729 0.08
C 15.99640 9.48576 7.43128 -0.039 -0.278 0.676 -0.05
C 15.90984 8.09629 7.57856 0.492 -0.192 -0.704 0.09
C 15.44101 7.52601 8.75530 -0.093 0.525 0.187 -0.05
C 15.04822 8.37835 9.78383 -0.316 -0.931 0.907 0.11
H 12.86142 11.91081 14.68193 -0.032 -0.355 0.436 0.00
H 11.89758 12.11386 16.95448 0.117 -0.370 -0.102 0.00
H 10.66969 10.91378 18.79094 0.205 0.188 -0.390 0.00
H 10.60807 8.51173 18.82386 -0.330 -0.127 0.103 0.00
H 11.71882 7.15084 17.08012 -0.156 0.255 -0.187 0.00
H 12.91417 8.38048 15.19962 0.127 -0.363 -0.288 0.01
H 15.72001 11.38174 8.40436 0.114 0.050 -0.132 0.01
H 16.41413 9.94213 6.54199 -0.095 -0.158 -0.102 0.00
H 16.27923 7.47134 6.76817 -0.176 -0.019 0.083 0.01
H 15.37351 6.43675 8.88362 0.036 0.553 -0.118 0.00
H 14.64328 7.98547 10.73006 0.270 0.095 -0.601 0.02
C 7.45995 11.12080 9.05240 -0.188 -0.743 0.813 0.00
C 8.46088 11.84801 8.19861 0.126 -0.220 0.166 0.00
O 9.06075 12.93260 8.89759 0.319 0.448 -0.062 0.00
P 10.25343 12.89641 9.98614 0.140 -0.634 -0.565 0.00
S 11.15806 14.62945 10.05252 -0.006 -0.156 -0.023 0.00
S 11.41428 11.24748 9.67342 -0.367 0.445 0.038 0.00
O 9.37100 12.63769 11.29211 -0.404 -0.228 0.375 0.00
C 9.96714 12.11372 12.49895 0.130 -0.010 -0.693 0.00
C 8.93586 12.14609 13.58208 -0.063 0.570 -0.085 0.00
H 7.03104 10.25004 8.52644 0.063 0.442 -0.014 0.00
H 6.65524 11.78958 9.38902 0.193 -0.176 -0.163 0.00
H 7.94482 10.70982 9.95334 -0.109 0.220 -0.274 0.00
H 7.93832 12.29096 7.36407 -0.012 0.305 -0.370 0.00
H 9.21631 11.16607 7.79709 0.111 0.094 0.201 0.00
H 10.84031 12.70840 12.71962 0.323 0.244 0.283 0.00
H 10.30587 11.10682 12.27155 0.081 -0.208 0.131 0.00
H 8.58415 13.17282 13.72264 -0.196 -0.166 -0.115 0.00
H 9.35449 11.83779 14.52278 0.342 -0.316 0.448 0.00
H 8.12269 11.47802 13.33534 -0.391 -0.021 -0.021 0.00
```
Forces are in eV/Å.